# C2H9NO3Si

A molecular structure, C2H9NO3Si (wB97M-V/def2-TZVPD, OMol25).

Structure (XYZ):
```
16
Properties=species:S:1:pos:R:3:forces:R:3:lowdin_charge:R:1
C -2.45128 0.25268 0.35812 1.07 -0.21 -2.16 -0.19
C 2.27289 1.29911 0.31723 0.33 4.53 -1.56 -0.21
N 0.00223 -1.32657 -1.62014 -0.54 0.01 -2.33 -0.06
O 0.84673 -1.70984 0.95464 1.11 -2.15 2.14 -0.09
O -1.33346 -0.01294 1.13681 -1.97 1.10 0.95 -0.05
O 1.43956 0.58825 -0.49962 -0.19 -1.16 -0.65 -0.24
Si 0.43104 -0.65489 -0.13057 -0.65 2.82 -1.59 0.21
H -2.27291 0.01471 -0.70490 0.41 -0.06 0.14 0.05
H -2.87172 1.24426 0.24769 0.39 0.81 1.04 0.10
H -3.25658 -0.35219 0.62725 -1.47 -1.09 1.18 0.07
H 2.97551 1.88863 -0.38823 -0.94 -0.72 1.18 0.11
H 2.89019 0.76857 0.93874 1.35 -1.81 1.61 0.04
H 1.74861 2.09609 0.94622 0.32 -1.03 -0.73 0.10
H 0.09444 -0.79334 -2.54185 -0.10 -0.94 1.89 0.08
H -0.97532 -1.61498 -1.48406 0.62 -0.17 -0.66 0.01
H 0.46006 -1.68755 1.84267 0.26 0.07 -0.48 0.07
```
Forces are in eV/Å.

Results
gap between HOMO and LUMO (alpha / beta)	5.2364 / 7.2943	eV
electronic energy	-651.462446	a.u.
multiplicity	3
energy above the lowest of the compared OMol25 structures with the same formula, charge and spin	0.000	eV